Entry from the OMol25 dataset: a molecular structure, C7H12O3 (ωB97M-V/def2-TZVPD).

Geometry (Å):
O -1.4861 -0.5255 -1.6338
C -0.8450 -0.9453 -0.4504
C 0.4767 -1.6615 -0.6376
C 1.6873 -0.8085 -0.9227
C 1.3963 -1.2510 0.4828
C 0.6567 -0.2806 1.3880
C -0.5346 0.1960 0.5383
C -1.6254 1.0563 1.0596
O -1.9193 0.1236 1.8925
H -0.9815 0.1988 -2.0182
H -1.5489 -1.6539 0.0096
H 0.4573 -2.6881 -1.0061
H 2.5168 -1.2980 -1.4334
H 1.5493 0.2423 -1.1909
H 2.0637 -1.9788 0.9455
H 0.3259 -0.8217 2.2870
H 1.2668 0.5634 1.7383
H -0.9216 2.5540 0.3396
H -2.4393 1.3564 0.3750
O 0.0716 2.9696 -0.3708
H 0.0803 1.3900 -0.1637
H -0.2470 3.2625 -1.2285

Values from the calculation:
Lowest unoccupied orbital energy (alpha / beta) in eV: -1.29 / -1.14
HOMO level (alpha / beta) in eV: -8.147 / -8.350
Largest force on an atom in eV/Å: 7.6